ORCA calculation (ωB97M-V/def2-TZVPD) on 2 unconnected molecules or ions with the total composition C2H4NP at a distorted geometry.

The geometry in XYZ format:
```
8
Properties=species:S:1:pos:R:3:mulliken_charge:R:1
C -0.165 -0.015 -0.478 0.29
C 0.224 -0.869 0.647 -0.70
N -0.245 -0.025 -1.699 -0.48
P -1.151 1.337 -1.045 0.05
H 0.001 -0.243 1.650 0.22
H 1.279 -0.969 0.650 0.28
H -0.409 -1.687 0.707 0.30
H 0.466 2.472 -0.431 0.04
```

LUMO level (alpha / beta)   -0.4 / -2.7 eV
Net charge   0
2S+1   3
Largest force on an atom   8.48 eV Å⁻¹
HOMO-LUMO gap (alpha / beta)   4.8 / 6.6 eV
<S²>   2.029

ORCA calculation (ωB97M-V/def2-TZVPD) on a single C2H4NPS molecule at a distorted geometry.

The geometry in XYZ format:
```
9
Properties=species:S:1:pos:R:3:mulliken_charge:R:1
C -0.522 0.706 -1.744 -0.15
C 0.660 -0.532 0.418 -0.64
N 0.581 0.562 -2.131 0.06
P 1.906 -0.305 -2.138 -0.13
S 2.277 0.007 -0.102 -0.12
H -0.013 0.311 0.146 0.11
H -1.229 1.539 -1.832 0.29
H 0.748 -0.618 1.530 0.30
H 0.547 -1.391 -0.292 0.28
```

LUMO level   -0.3 eV
Net charge   0
Largest force on an atom   3.65 eV Å⁻¹
HOMO-LUMO gap   7.3 eV

ORCA calculation (ωB97M-V/def2-TZVPD) on a single C2H4NPS molecule at a distorted geometry.

The geometry in XYZ format:
```
9
Properties=species:S:1:pos:R:3:mulliken_charge:R:1
C -0.458 0.660 0.192 -0.31
C -0.297 -0.813 -0.233 -0.40
N 0.796 1.329 0.082 -0.32
P 2.130 0.561 -0.067 0.20
S 1.362 -1.420 0.143 -0.21
H -1.177 1.433 -0.356 0.26
H -0.697 0.671 1.210 0.21
H -1.011 -1.507 0.358 0.30
H -0.648 -0.914 -1.329 0.27
```

LUMO level   -0.1 eV
Net charge   0
SMILES   C1CSP=N1
Largest force on an atom   3.44 eV Å⁻¹
HOMO-LUMO gap   8.9 eV

The records above yield calculated total energy values of -474.4281; -872.7919; -872.8804 a.u., respectively.